Entry from the Open Molecules 2025 dataset: a structure of composition C43H101F3N6O3 in a non-equilibrium geometry (ωB97M-V with the def2-TZVPD basis set).

Geometry as XYZ:
```
156
C43H101F3N6O3 | the Open Molecules 2025 dataset | ωB97M-V with the def2-TZVPD basis set
C 2.984 -16.056 -22.014
C 3.277 -15.532 -20.562
N 2.040 -15.552 -19.741
C 1.445 -16.870 -19.524
C -0.031 -16.652 -19.800
C 2.142 -14.696 -18.548
C 2.036 -13.206 -18.836
H 2.008 -15.669 -22.308
H 3.064 -17.139 -22.101
H 3.719 -15.652 -22.710
H 4.145 -16.001 -20.100
H 3.590 -14.488 -20.543
H 1.843 -17.565 -20.263
H 1.690 -17.220 -18.522
H -0.218 -16.458 -20.856
H -0.628 -17.550 -19.638
H -0.372 -15.787 -19.231
H 3.140 -14.793 -18.121
H 1.470 -15.123 -17.803
H 1.936 -12.535 -17.983
H 1.046 -13.082 -19.277
H 2.849 -12.790 -19.431
C 8.668 -16.564 -19.940
C 8.712 -17.967 -20.584
N 8.303 -17.856 -22.004
C 8.629 -19.164 -22.782
C 10.025 -19.857 -22.486
C 6.890 -17.465 -22.194
C 6.457 -17.051 -23.638
H 7.644 -16.197 -19.861
H 9.286 -15.885 -20.527
H 9.135 -16.599 -18.955
H 9.685 -18.414 -20.380
H 8.037 -18.657 -20.078
H 7.819 -19.825 -22.472
H 8.493 -19.056 -23.858
H 10.058 -20.732 -23.135
H 10.929 -19.263 -22.618
H 10.208 -20.180 -21.461
H 6.643 -16.608 -21.567
H 6.405 -18.352 -21.788
H 5.389 -16.970 -23.438
H 6.613 -17.908 -24.294
H 6.894 -16.104 -23.955
C 5.089 -12.169 -20.646
C 6.369 -12.789 -21.163
N 6.742 -13.950 -20.350
C 5.707 -14.989 -20.178
C 5.715 -15.431 -18.708
C 8.072 -14.469 -20.611
C 8.140 -14.780 -22.151
H 5.415 -11.472 -19.874
H 4.267 -12.785 -20.282
H 4.749 -11.544 -21.472
H 6.263 -13.144 -22.188
H 7.209 -12.100 -21.253
H 4.701 -14.776 -20.539
H 5.906 -15.821 -20.854
H 5.567 -14.570 -18.056
H 4.949 -16.136 -18.385
H 6.710 -15.807 -18.471
H 8.285 -15.282 -19.917
H 8.696 -13.609 -20.369
H 8.534 -13.875 -22.614
H 7.327 -15.266 -22.689
H 8.919 -15.540 -22.214
C 7.728 -13.635 -24.251
C 6.857 -12.389 -24.810
N 7.562 -11.069 -24.927
C 7.986 -10.496 -23.644
C 9.074 -9.410 -23.810
C 6.836 -10.076 -25.746
C 6.810 -10.273 -27.335
H 7.917 -13.507 -23.185
H 8.622 -13.847 -24.838
H 7.232 -14.602 -24.342
H 6.345 -12.613 -25.746
H 6.000 -12.214 -24.160
H 8.275 -11.355 -23.038
H 7.080 -10.092 -23.194
H 9.197 -8.885 -22.863
H 8.845 -8.516 -24.390
H 10.076 -9.745 -24.077
H 5.815 -10.062 -25.363
H 7.320 -9.120 -25.550
H 6.338 -11.179 -27.715
H 6.386 -9.379 -27.791
H 7.820 -10.336 -27.740
C 8.454 -12.953 -14.886
C 9.391 -14.214 -14.870
N 9.372 -14.962 -16.092
C 9.821 -16.358 -15.938
C 11.288 -16.671 -15.444
C 9.987 -14.257 -17.242
C 9.547 -14.948 -18.639
H 8.889 -12.087 -15.386
H 8.169 -12.513 -13.930
H 7.511 -12.985 -15.430
H 10.420 -13.987 -14.591
H 8.951 -14.817 -14.077
H 9.143 -16.620 -15.125
H 9.409 -16.942 -16.760
H 11.890 -15.778 -15.275
H 11.227 -17.189 -14.487
H 11.803 -17.194 -16.248
H 11.060 -14.350 -17.078
H 9.671 -13.214 -17.278
H 8.464 -14.848 -18.706
H 9.893 -15.981 -18.680
H 10.032 -14.438 -19.471
C 5.487 -17.355 -13.437
C 5.967 -17.026 -14.875
N 5.285 -15.818 -15.387
C 3.790 -15.912 -15.494
C 3.253 -16.852 -16.644
C 5.956 -15.205 -16.520
C 5.727 -13.657 -16.604
H 4.782 -16.667 -12.969
H 6.353 -17.366 -12.776
H 5.067 -18.352 -13.563
H 7.040 -17.054 -15.066
H 5.711 -17.849 -15.542
H 3.299 -16.083 -14.536
H 3.340 -15.008 -15.906
H 3.702 -16.627 -17.611
H 3.270 -17.919 -16.420
H 2.194 -16.633 -16.781
H 5.617 -15.642 -17.459
H 7.024 -15.399 -16.429
H 6.535 -12.982 -16.887
H 5.496 -13.181 -15.651
H 4.928 -13.483 -17.324
C 4.446 -16.940 -25.098
C 5.244 -15.915 -24.254
O 5.003 -14.576 -24.710
C 4.652 -13.569 -23.762
O 4.787 -13.662 -22.503
C 3.951 -12.438 -24.486
F 4.607 -11.305 -24.181
F 3.942 -12.450 -25.879
F 2.756 -12.330 -24.024
H 4.836 -16.986 -26.115
H 3.402 -16.629 -25.087
H 4.572 -17.915 -24.629
H 6.299 -16.090 -24.466
H 4.972 -16.105 -23.216
C 7.911 -12.858 -18.330
C 7.886 -11.646 -17.413
O 8.831 -10.987 -17.160
C 6.465 -11.250 -16.860
H 6.963 -13.051 -18.832
H 8.060 -13.767 -17.747
H 8.723 -12.628 -19.021
H 6.193 -10.212 -17.053
H 6.253 -11.420 -15.805
H 5.671 -11.940 -17.147
```

Calculated values
E_LUMO, eV: 0.48
E_tot, Eh: -2551.1975
E_HOMO, hartree: -0.257
ΔE to the lowest compared entry with this formula, charge and spin, eV: 36.4922
Charge: 0
F_max, hartree/bohr: 0.3032

Results of the Löwdin charge analysis, in e, for atoms 1 through 99: atom 1 (C): -0.0063, atom 2 (C): -0.2204, atom 3 (N): -0.1600, atom 4 (C): -0.2417, atom 5 (C): -0.0807, atom 6 (C): -0.2442, atom 7 (C): -0.0514, atom 8 (H): 0.0962, atom 9 (H): 0.0843, atom 10 (H): 0.0260, atom 11 (H): 0.0835, atom 12 (H): 0.0718, atom 13 (H): 0.1080, atom 14 (H): 0.0811, atom 15 (H): 0.0687, atom 16 (H): 0.0675, atom 17 (H): 0.0724, atom 18 (H): 0.0717, atom 19 (H): 0.1120, atom 20 (H): 0.0772, atom 21 (H): 0.0769, atom 22 (H): 0.0416, atom 23 (C): -0.1895, atom 24 (C): -0.1589, atom 25 (N): -0.1675, atom 26 (C): -0.1736, atom 27 (C): -0.0885, atom 28 (C): -0.1672, atom 29 (C): -0.1726, atom 30 (H): 0.0798, atom 31 (H): 0.0990, atom 32 (H): 0.0414, atom 33 (H): 0.1037, atom 34 (H): 0.1147, atom 35 (H): 0.0942, atom 36 (H): 0.0927, atom 37 (H): 0.0643, atom 38 (H): 0.0677, atom 39 (H): 0.0514, atom 40 (H): 0.0595, atom 41 (H): 0.1243, atom 42 (H): 0.0298, atom 43 (H): 0.1388, atom 44 (H): 0.0766, atom 45 (C): -0.0333, atom 46 (C): -0.2214, atom 47 (N): -0.1829, atom 48 (C): -0.1994, atom 49 (C): -0.1274, atom 50 (C): -0.2914, atom 51 (C): -0.0440, atom 52 (H): 0.0831, atom 53 (H): 0.0405, atom 54 (H): 0.0834, atom 55 (H): 0.0689, atom 56 (H): 0.1234, atom 57 (H): 0.0070, atom 58 (H): 0.0848, atom 59 (H): 0.0440, atom 60 (H): 0.0951, atom 61 (H): 0.1172, atom 62 (H): -0.0772, atom 63 (H): 0.0999, atom 64 (H): 0.0448, atom 65 (H): 0.0585, atom 66 (H): 0.1059, atom 67 (C): -0.0352, atom 68 (C): -0.1507, atom 69 (N): -0.1684, atom 70 (C): -0.2271, atom 71 (C): -0.0762, atom 72 (C): -0.2124, atom 73 (C): -0.0610, atom 74 (H): -0.0369, atom 75 (H): 0.1080, atom 76 (H): 0.0529, atom 77 (H): 0.1067, atom 78 (H): 0.0531, atom 79 (H): 0.0969, atom 80 (H): 0.1129, atom 81 (H): 0.0655, atom 82 (H): 0.0592, atom 83 (H): 0.0730, atom 84 (H): 0.0902, atom 85 (H): 0.0897, atom 86 (H): 0.0533, atom 87 (H): 0.0605, atom 88 (H): 0.0597, atom 89 (C): -0.0418, atom 90 (C): -0.2082, atom 91 (N): -0.2168, atom 92 (C): -0.2181, atom 93 (C): -0.0548, atom 94 (C): -0.1412, atom 95 (C): -0.1238, atom 96 (H): 0.0536, atom 97 (H): 0.0842, atom 98 (H): 0.0284, atom 99 (H): 0.1106